Below is 7 unconnected molecules or ions with the total composition C34H67Br12N4O3, with properties calculated with wB97M-V/def2-TZVPD.

Positions of all 120 atoms, in Å:
C -8.40 7.28 2.40
C -7.84 6.00 1.70
C -6.41 6.16 1.11
C -5.47 4.97 1.45
C -5.99 3.60 0.95
C -5.34 3.09 -0.36
N -5.06 1.64 -0.25
C -3.90 1.11 -0.08
N -2.78 1.98 -0.03
C -1.96 1.71 1.17
C -0.65 2.52 1.17
O 0.02 2.44 2.43
C 1.20 1.73 2.31
O 2.18 2.15 2.72
C -2.05 1.65 -1.30
C -1.71 0.16 -1.43
C -2.95 -0.76 -1.19
C -2.36 -2.18 -0.97
C -1.79 -2.35 0.46
C -0.64 -3.39 0.55
C 0.73 -2.63 0.58
C 1.33 -2.64 2.03
C 2.90 -2.84 1.89
O 3.60 -2.25 2.97
C 3.28 -2.87 4.22
N -3.63 -0.23 0.03
C -4.75 -1.05 0.51
C -5.14 -0.51 1.93
N -4.29 -0.38 2.82
H -7.72 8.13 2.40
H -9.36 7.52 1.93
H -8.67 7.01 3.43
H -8.50 5.70 0.87
H -7.87 5.17 2.43
H -5.94 7.05 1.57
H -6.43 6.26 0.02
H -4.43 5.16 1.15
H -5.44 4.92 2.55
H -5.88 2.84 1.74
H -7.08 3.67 0.78
H -4.48 3.67 -0.70
H -6.10 3.17 -1.16
H -5.87 1.04 -0.33
H -1.67 0.65 1.30
H -2.51 2.03 2.07
H -0.77 3.55 0.81
H 0.00 2.02 0.42
H 1.20 0.73 1.82
H -2.77 1.89 -2.11
H -1.19 2.30 -1.47
H -1.00 -0.09 -0.63
H -1.25 -0.05 -2.40
H -3.63 -0.70 -2.06
H -1.48 -2.22 -1.64
H -3.06 -2.99 -1.25
H -2.60 -2.71 1.13
H -1.48 -1.38 0.88
H -0.72 -4.13 -0.26
H -0.80 -3.94 1.48
H 0.52 -1.58 0.34
H 1.38 -3.11 -0.16
H 1.10 -1.67 2.50
H 0.91 -3.45 2.65
H 3.19 -2.34 0.96
H 3.07 -3.93 1.83
H 2.68 -3.79 4.12
H 4.21 -3.17 4.72
H 2.75 -2.14 4.84
H -4.50 -2.10 0.65
H -5.62 -0.93 -0.17
H -6.18 -0.25 2.17
H -3.36 -0.68 2.48
Br 3.32 -6.74 0.60
C 3.78 -6.49 -1.28
C 4.83 -5.42 -1.45
Br 4.06 -3.63 -1.26
H 2.85 -6.26 -1.80
H 4.16 -7.45 -1.61
H 5.24 -5.44 -2.46
H 5.64 -5.49 -0.73
Br 8.87 -4.66 -5.90
C 7.64 -4.08 -4.51
C 8.23 -4.25 -3.14
Br 8.19 -6.11 -2.57
H 6.72 -4.64 -4.66
H 7.45 -3.03 -4.72
H 7.64 -3.71 -2.40
H 9.26 -3.92 -3.08
Br 3.15 0.82 -4.93
C 1.96 1.43 -3.53
C 2.58 1.26 -2.16
Br 2.53 -0.61 -1.59
H 1.03 0.87 -3.64
H 1.78 2.48 -3.73
H 2.01 1.80 -1.41
H 3.61 1.57 -2.12
Br -0.87 6.79 3.73
C 0.81 6.07 3.05
C 1.18 6.69 1.73
Br 0.12 5.95 0.27
H 0.69 4.99 2.99
H 1.55 6.31 3.81
H 2.21 6.46 1.47
H 1.04 7.77 1.71
Br 3.19 -0.18 7.23
C 2.16 1.22 6.36
C 0.71 0.83 6.21
Br 0.46 -0.44 4.76
H 2.64 1.42 5.40
H 2.25 2.09 7.00
H 0.11 1.70 5.94
H 0.30 0.37 7.11
Br 5.38 -6.84 -7.67
C 5.81 -6.56 -9.55
C 6.86 -5.50 -9.72
Br 6.11 -3.72 -9.49
H 4.88 -6.33 -10.06
H 6.19 -7.52 -9.90
H 7.26 -5.51 -10.73
H 7.68 -5.59 -9.01

**HOMO-LUMO gap**: 7.6170 eV
**Molecular weight**: 1538.8 g mol⁻¹
**HOMO level**: -10.73 eV
**F_max**: 4.38 eV/Å
**Total charge**: +1

=====

Below is 2 unconnected molecules or ions with the total composition C2H7NO, with properties calculated with wB97M-V/def2-TZVPD.

Positions of all 11 atoms, in Å:
C 0.72 -0.16 -1.53
C -0.44 0.43 -1.20
O -0.84 0.97 -0.01
H 0.97 -0.05 -2.58
H 1.20 -0.91 -0.92
H -1.14 0.70 -1.98
H -0.07 0.76 0.53
N 0.54 -0.98 2.08
H -0.04 -1.16 1.27
H 0.18 -0.13 2.49
H 0.24 -1.65 2.79

**HOMO-LUMO gap**: 9.8185 eV
**Molecular weight**: 61.1 g mol⁻¹
**HOMO level**: -8.92 eV
**F_max**: 1.84 eV/Å
**Relative energy (zero: lowest compared OMol25 entry of this formula, charge and spin)**: 159.7 kJ/mol
**Total charge**: 0
**SMILES string**: C=CO.N

=====

Below is C3H5NO2 in the gas phase, with properties calculated with wB97M-V/def2-TZVPD.

Positions of all 11 atoms, in Å:
H -0.90 -0.30 2.23
N -0.06 -0.66 1.78
C 0.19 -0.06 0.71
C 1.37 -0.36 -0.16
O -0.60 1.09 0.28
C -1.40 0.84 -0.79
O -1.45 -0.29 -1.27
H 1.97 0.55 -0.31
H 1.02 -0.70 -1.14
H 1.99 -1.13 0.30
H -2.13 1.03 -1.62

**HOMO-LUMO gap**: 11.1506 eV
**Molecular weight**: 87.1 g mol⁻¹
**HOMO level**: -10.18 eV
**F_max**: 4.01 eV/Å
**Relative energy (zero: lowest compared OMol25 entry of this formula, charge and spin)**: 295.3 kJ/mol
**Total charge**: 0
**SMILES string**: [H]/N=C(/C)OC=O

=====

Below is a molecular structure, C26H45AgNO17, with properties calculated with wB97M-V/def2-TZVPD.

Positions of all 90 atoms, in Å:
Ag 12.65 7.22 -24.22
C 19.29 5.32 -23.89
C 18.26 4.61 -24.50
C 17.11 5.28 -24.92
C 17.07 6.65 -24.80
C 18.10 7.38 -24.22
C 19.22 6.69 -23.75
N 15.89 7.36 -25.26
O 14.84 6.74 -25.25
O 16.03 8.50 -25.63
H 20.21 4.85 -23.58
H 18.30 3.53 -24.61
H 16.31 4.77 -25.44
H 18.08 8.46 -24.26
H 20.03 7.22 -23.27
C 14.54 13.13 -26.17
C 14.06 11.77 -25.75
O 13.92 11.77 -24.31
C 13.61 10.61 -23.77
O 13.45 9.59 -24.38
O 13.50 10.66 -22.46
C 13.71 11.91 -21.77
H 15.42 13.44 -25.60
H 13.77 13.88 -25.95
H 14.76 13.12 -27.23
H 14.80 10.99 -25.99
H 13.12 11.47 -26.22
H 12.99 12.66 -22.08
H 14.71 12.29 -21.94
H 13.58 11.69 -20.71
C 15.47 1.17 -24.89
C 14.02 1.57 -24.96
O 13.90 2.95 -24.46
C 12.75 3.59 -24.58
O 12.69 4.79 -24.57
O 11.72 2.76 -24.69
C 10.47 3.32 -25.08
H 15.53 0.16 -25.30
H 15.78 1.10 -23.84
H 16.15 1.88 -25.35
H 13.43 0.94 -24.30
H 13.61 1.52 -25.97
H 9.73 3.10 -24.31
H 10.16 2.88 -26.03
H 10.54 4.40 -25.23
C 13.82 9.87 -28.43
C 13.55 8.60 -27.68
O 12.39 7.97 -28.28
C 11.45 7.51 -27.49
O 11.40 7.60 -26.28
O 10.54 6.91 -28.25
C 9.37 6.50 -27.59
H 14.57 10.48 -27.92
H 12.88 10.43 -28.49
H 14.10 9.68 -29.46
H 13.41 8.80 -26.61
H 14.36 7.88 -27.74
H 9.59 5.95 -26.68
H 8.79 5.92 -28.30
H 8.71 7.34 -27.32
C 12.90 8.24 -19.21
C 14.23 8.35 -19.87
O 14.81 7.05 -20.06
C 14.74 6.48 -21.24
O 14.44 6.98 -22.30
O 15.20 5.24 -21.10
C 15.44 4.50 -22.27
H 12.99 7.74 -18.24
H 12.22 7.67 -19.82
H 12.54 9.25 -19.03
H 14.96 8.96 -19.34
H 14.10 8.78 -20.87
H 15.23 3.45 -22.05
H 16.47 4.60 -22.61
H 14.77 4.80 -23.08
C 9.53 11.33 -21.24
C 8.78 10.06 -20.91
O 9.55 8.89 -21.15
C 9.87 8.57 -22.39
O 10.85 7.93 -22.67
O 8.97 9.01 -23.25
C 9.19 8.71 -24.62
H 9.01 12.17 -20.79
H 9.48 11.55 -22.31
H 10.57 11.32 -20.92
H 7.81 10.01 -21.41
H 8.55 10.02 -19.84
H 9.61 7.71 -24.72
H 9.90 9.40 -25.07
H 8.24 8.77 -25.14

**HOMO-LUMO gap**: 9.4533 eV
**Molecular weight**: 751.5 g mol⁻¹
**HOMO level**: -12.09 eV
**F_max**: 1.44 eV/Å
**Relative energy (zero: lowest compared OMol25 entry of this formula, charge and spin)**: 0.0 kJ/mol
**Total charge**: +1